# 1
ORCA calculation (ωB97M-V/def2-TZVPD) on an isolated ion of composition C7H16N3 and charge +1.

## Properties
- ΔE to the lowest compared entry with this formula, charge and spin (kJ/mol) = 560.64
- highest occupied orbital energy (eV) = -12.814
- SMILES string = CC(C)(C)[C@H]1[C@@H]2[C@H]([NH3+])NN21
- HOMO-LUMO gap (eV) = 9.086
- net charge = +1

Element x y z (Å)
C: -0.011 -0.901 0.990
C: -0.159 0.398 0.202
C: -0.619 -1.100 2.404
C: 0.742 2.068 -1.376
C: -0.030 -0.149 -2.304
C: 2.042 -0.102 -0.926
C: 0.571 0.430 -1.028
N: -0.223 0.251 2.659
N: 0.771 0.235 1.570
N: -2.183 -1.155 2.491
H: 0.715 -1.627 0.562
H: -0.827 1.218 0.531
H: -0.096 -2.044 2.898
H: 1.379 2.275 -2.274
H: 1.159 2.404 -0.358
H: -0.243 2.537 -1.408
H: 0.718 0.014 -3.108
H: -0.237 -1.213 -2.346
H: -1.014 0.468 -2.588
H: 2.145 -1.210 -0.912
H: 2.562 0.306 0.000
H: 2.533 0.203 -1.869
H: 0.284 0.356 3.556
H: -2.433 -2.053 2.963
H: -2.663 -1.307 1.533
H: -2.573 -0.318 2.954

Forces on the atoms, in the same order (eV/Å):
1.300 -0.468 -0.039
-0.504 -0.791 5.081
0.297 -0.659 -1.761
0.524 -1.701 2.580
-1.992 1.447 -0.955
0.285 0.109 0.673
2.828 2.714 -3.378
0.628 0.338 1.763
-0.668 0.138 -1.800
-0.521 -2.458 -1.297
-1.405 0.075 0.105
-0.203 -1.040 -0.672
-1.500 2.111 -0.468
-0.585 -0.204 1.048
0.051 0.160 -1.868
0.004 -0.123 -0.499
-0.582 0.120 0.375
-0.209 -0.217 0.442
2.033 -1.533 0.457
-0.337 0.592 0.077
-0.491 -0.412 -1.439
0.035 0.039 0.709
-0.355 0.244 -0.729
-0.102 1.102 0.198
1.183 0.862 1.552
0.285 -0.444 -0.154

Results of the Mulliken charge analysis, in e, for atoms 1 through 5: atom 1 (C): -0.4495, atom 2 (C): -0.4050, atom 3 (C): 0.2007, atom 4 (C): -1.3485, atom 5 (C): -1.4711

# 2
ORCA calculation (ωB97M-V/def2-TZVPD) on C7H16N4O3 in the gas phase.

## Properties
- ΔE to the lowest compared entry with this formula, charge and spin (kJ/mol) = 26.41
- highest occupied orbital energy (eV) = -8.801
- HOMO-LUMO gap (eV) = 8.990

Element x y z (Å)
C: -1.980 0.682 -0.256
C: -1.395 0.626 1.181
C: -1.780 2.109 -0.862
C: 0.175 0.536 1.362
C: 0.975 -0.318 0.304
C: -0.012 -2.480 1.129
C: 1.542 -2.550 -0.643
N: -0.378 2.491 -0.772
N: 2.094 0.189 -0.233
N: 0.795 -1.669 0.329
N: 0.344 1.955 -1.643
O: -0.018 1.150 -2.547
O: 1.611 2.183 -1.543
O: 0.685 1.829 1.382
H: -1.528 0.060 -0.937
H: -3.015 0.389 -0.214
H: -1.650 1.497 1.731
H: -2.043 -0.243 1.601
H: -2.171 2.152 -1.839
H: -2.416 2.815 -0.287
H: 0.529 -0.105 2.334
H: 0.721 -3.070 1.706
H: -0.706 -1.844 1.707
H: -0.768 -3.110 0.511
H: 1.020 -3.550 -0.636
H: 1.569 -2.086 -1.673
H: 2.562 -2.565 -0.340
H: 2.599 -0.481 -0.743
H: 2.180 1.129 -0.632
H: 0.458 2.280 0.526

Forces on the atoms, in the same order (eV/Å):
0.213 2.916 1.211
-0.663 -3.041 -0.351
-0.750 -0.354 1.809
0.405 -1.008 0.113
0.667 -0.762 1.842
-2.725 -0.313 0.792
-1.193 1.096 -0.664
-1.927 0.802 0.035
-1.919 -2.111 1.299
1.591 1.206 -3.819
2.268 -1.386 -1.944
-0.475 0.654 0.741
-0.378 1.041 -0.530
0.832 -1.033 1.575
1.336 -1.941 -1.330
-0.536 0.204 -0.004
-0.373 0.776 0.480
1.669 1.157 0.066
-0.145 -0.083 -1.465
0.778 -0.147 -0.036
-1.089 1.965 -1.758
-1.097 -0.257 0.283
0.697 -0.532 0.398
1.611 0.688 0.868
0.985 1.181 -0.201
-0.502 -0.575 0.968
0.953 -0.727 0.422
0.901 -0.790 -0.772
-0.663 1.158 -0.059
-0.471 0.217 0.032

Results of the Mulliken charge analysis, in e, for atoms 1 through 5: atom 1 (C): -0.8348, atom 2 (C): -0.5826, atom 3 (C): -0.7576, atom 4 (C): -0.1290, atom 5 (C): 0.4174

# 3
ORCA calculation (ωB97M-V/def2-TZVPD) on an isolated ion of composition C7H16NO2 and charge +1.

## Properties
- ΔE to the lowest compared entry with this formula, charge and spin (kJ/mol) = 140.83
- highest occupied orbital energy (eV) = -14.541
- SMILES string = CCC[C@H](C)[N+](C)=C(O)O
- HOMO-LUMO gap (eV) = 11.402
- net charge = +1

Element x y z (Å)
C: 2.730 0.727 0.064
C: -2.965 1.023 0.644
C: 0.339 -1.171 -1.397
C: 2.053 -1.371 0.968
C: -1.821 0.663 -0.375
C: -0.626 0.259 0.461
C: 0.494 0.048 -0.549
N: 1.811 -0.199 0.094
O: 2.765 1.873 -0.417
O: 3.870 0.408 0.660
H: 2.108 1.962 -1.116
H: -2.539 1.773 1.445
H: -3.373 0.225 1.244
H: -3.764 1.384 0.179
H: -0.702 -1.181 -1.751
H: 0.740 -1.175 -2.371
H: 0.484 -2.059 -0.940
H: 1.776 -2.358 0.353
H: 3.021 -1.493 1.393
H: 1.266 -1.319 1.794
H: -1.786 1.534 -0.983
H: -2.064 -0.169 -0.874
H: -0.633 -0.677 1.097
H: -0.262 1.143 1.239
H: 0.418 1.040 -1.207
H: 4.635 0.985 0.719

Forces on the atoms, in the same order (eV/Å):
2.846 -3.393 2.708
4.069 -0.222 2.849
-3.565 2.328 -2.389
-3.680 -2.657 -0.711
-1.501 1.553 5.264
2.716 1.711 1.660
0.494 0.908 -0.722
1.305 1.947 0.369
-0.935 2.877 -2.213
-0.603 -1.458 0.674
-0.465 0.617 -0.242
-0.959 -1.112 -1.744
0.370 -0.796 0.080
-3.261 2.079 -2.019
-0.059 -0.260 0.480
1.665 0.289 -0.878
0.572 -2.668 1.577
0.905 2.261 1.451
0.600 0.450 -0.094
1.225 -0.075 -0.939
1.020 0.561 -0.719
-1.400 -2.746 -2.366
-1.065 1.003 -0.765
-1.003 -2.046 -1.961
1.009 -2.036 1.167
-0.301 0.886 -0.520

Results of the Mulliken charge analysis, in e, for atoms 1 through 5: atom 1 (C): 0.8408, atom 2 (C): -1.4859, atom 3 (C): -1.7283, atom 4 (C): -0.7234, atom 5 (C): -0.5003

# 4
ORCA calculation (ωB97M-V/def2-TZVPD) on C7H16NO3P in the gas phase.

## Properties
- ΔE to the lowest compared entry with this formula, charge and spin (kJ/mol) = 231.56
- highest occupied orbital energy (eV) = -9.099
- SMILES string = C[P@@](=O)(ON)C1(O)CCCCC1
- HOMO-LUMO gap (eV) = 9.880

Element x y z (Å)
C: -2.935 -0.366 -0.563
C: -2.361 0.944 0.022
C: -2.036 -1.483 -0.050
C: -0.844 1.173 -0.287
C: -0.517 -1.362 -0.281
C: -0.104 0.052 0.259
C: 2.458 2.074 0.092
N: 3.174 -1.702 0.499
O: 2.110 -0.150 -1.624
O: -0.194 0.077 1.681
O: 2.655 -0.451 0.849
P: 1.819 0.383 -0.330
H: -3.871 -0.454 -0.059
H: -3.149 -0.289 -1.699
H: -2.928 1.842 -0.466
H: -2.443 0.928 1.157
H: -2.208 -1.382 1.016
H: -2.415 -2.494 -0.323
H: -0.714 1.113 -1.401
H: -0.521 2.159 0.169
H: 0.010 -1.957 0.364
H: -0.094 -1.214 -1.345
H: 1.925 2.826 -0.266
H: 2.666 1.968 1.189
H: 3.441 2.244 -0.324
H: 4.110 -1.678 -0.028
H: 2.603 -2.173 -0.292
H: 0.364 -0.629 2.041

Forces on the atoms, in the same order (eV/Å):
0.908 1.060 -1.191
-0.367 2.004 -0.677
-0.274 -1.188 -0.572
-2.094 1.061 -0.806
-0.743 4.574 -2.316
3.171 -0.877 0.840
2.331 -4.416 2.199
0.728 -2.960 -2.422
0.424 -1.013 -3.415
0.332 0.104 -0.153
-0.123 0.736 -0.525
-1.005 0.739 4.093
-0.980 -0.402 -0.007
0.683 -0.255 1.748
0.775 -1.454 1.323
-0.279 0.221 -1.440
0.337 -0.412 0.449
0.290 0.593 -0.007
0.013 0.604 0.791
-0.226 -1.072 -0.776
1.393 -2.356 0.892
-1.014 -1.470 1.279
-2.922 3.381 -0.858
-0.766 0.776 -0.782
0.426 -0.632 -0.448
-1.482 1.100 1.191
0.520 1.313 1.707
-0.055 0.239 -0.116

Results of the Mulliken charge analysis, in e, for atoms 1 through 5: atom 1 (C): -0.5418, atom 2 (C): -0.7916, atom 3 (C): -0.7302, atom 4 (C): -0.8712, atom 5 (C): -0.9713

# 5
ORCA calculation (ωB97M-V/def2-TZVPD) on C7H16O in the gas phase.

## Properties
- ΔE to the lowest compared entry with this formula, charge and spin (kJ/mol) = 101.80
- highest occupied orbital energy (eV) = -9.701
- SMILES string = CC(C)(C)C(C)(C)O
- HOMO-LUMO gap (eV) = 10.516

Element x y z (Å)
C: -0.372 0.692 -0.303
C: 0.508 -0.400 0.254
C: -1.300 1.394 0.698
C: -1.089 0.480 -1.632
C: 1.207 -0.052 1.576
C: -0.710 -1.549 0.497
C: 1.521 -1.061 -0.686
O: 0.793 1.807 -0.614
H: 1.155 1.659 -1.503
H: -1.010 2.445 0.789
H: -0.441 0.049 -2.397
H: -2.344 1.354 0.374
H: -1.264 0.956 1.698
H: -1.981 -0.145 -1.522
H: -1.425 1.454 -2.005
H: 2.364 -0.390 -0.867
H: 2.283 -0.255 1.541
H: 1.138 1.007 1.836
H: 0.802 -0.594 2.433
H: -1.637 -1.197 0.950
H: -0.932 -2.063 -0.441
H: -0.275 -2.275 1.188
H: 1.915 -1.972 -0.217
H: 1.094 -1.345 -1.649

Forces on the atoms, in the same order (eV/Å):
2.906 3.068 -1.122
-3.032 -2.757 0.510
0.156 -0.042 0.151
0.123 0.005 0.030
-0.011 0.451 0.370
2.180 0.240 0.262
-0.143 0.290 -0.090
-1.804 -0.854 0.112
-0.371 -0.176 0.368
-0.008 -0.173 -0.115
-0.019 -0.091 0.073
0.159 -0.008 -0.062
0.125 -0.001 -0.115
0.162 -0.033 0.047
0.066 -0.102 0.173
-0.034 -0.030 0.017
-0.217 -0.128 -0.144
-0.107 -0.022 -0.228
-0.032 -0.133 -0.126
0.175 0.346 -0.095
0.025 0.148 0.067
-0.135 -0.187 -0.068
-0.121 0.196 -0.046
-0.043 -0.007 0.030

Results of the Mulliken charge analysis, in e, for atoms 1 through 5: atom 1 (C): 1.2578, atom 2 (C): 1.9827, atom 3 (C): -1.7443, atom 4 (C): -1.9029, atom 5 (C): -1.6529

# 6
ORCA calculation (ωB97M-V/def2-TZVPD) on a 2-piece molecular cluster, C7H16O overall.

## Properties
- ΔE to the lowest compared entry with this formula, charge and spin (kJ/mol) = 109.84
- highest occupied orbital energy (eV) = -8.316
- SMILES string = CCC(C)=C(C)C.O
- HOMO-LUMO gap (eV) = 9.099

Element x y z (Å)
C: 3.302 -0.572 -0.627
C: 2.240 -1.277 -0.130
C: 4.615 -0.540 0.104
C: 3.299 0.347 -1.796
C: 2.367 -2.284 1.081
C: 0.000 0.000 0.000
C: 0.812 -1.135 -0.691
H: 5.380 -0.082 -0.545
H: 4.902 -1.586 0.303
H: 4.593 0.007 1.062
H: 2.853 1.296 -1.452
H: 2.622 -0.112 -2.536
H: 4.261 0.568 -2.288
H: 2.399 -3.337 0.754
H: 1.502 -2.150 1.752
H: 3.288 -2.063 1.646
H: -0.220 -0.325 1.031
H: -0.949 0.262 -0.497
H: 0.635 0.901 0.043
H: 0.254 -2.090 -0.739
H: 0.949 -0.772 -1.727
O: -1.238 -1.139 -4.121
H: -1.584 -1.490 -3.269
H: -1.912 -1.399 -4.789

Forces on the atoms, in the same order (eV/Å):
-0.506 -0.672 1.567
0.181 -0.453 0.156
0.646 -0.846 0.022
-1.592 0.146 -0.687
0.226 1.408 -0.702
0.442 -0.554 0.557
0.616 0.885 -1.094
-0.182 -0.247 0.455
0.318 0.491 0.148
-0.095 -0.169 -0.340
0.159 -0.033 -0.473
0.241 0.647 -0.115
-0.304 -0.369 0.538
-0.077 0.431 -0.046
0.323 -0.118 -0.206
-0.498 -0.254 -0.098
-0.052 0.391 -0.237
0.419 -0.294 0.056
-0.331 -0.289 0.036
0.335 0.402 0.228
-0.290 -0.508 0.216
-1.040 -0.618 0.194
0.354 0.359 -0.923
0.707 0.265 0.749

Results of the Mulliken charge analysis, in e, for atoms 1 through 5: atom 1 (C): 1.1483, atom 2 (C): 0.5134, atom 3 (C): -1.6269, atom 4 (C): -1.4545, atom 5 (C): -1.4079

# 7
ORCA calculation (ωB97M-V/def2-TZVPD) on C7H16O in the gas phase.

## Properties
- ΔE to the lowest compared entry with this formula, charge and spin (kJ/mol) = 6.34
- highest occupied orbital energy (eV) = -9.797
- SMILES string = CC[C@@](C)(O)C(C)C
- HOMO-LUMO gap (eV) = 10.760

Element x y z (Å)
C: -0.437 0.016 0.008
C: 0.615 0.578 -0.945
C: 0.014 0.440 1.502
C: -0.603 -1.501 -0.069
C: 2.051 0.152 -0.673
C: 0.230 0.179 -2.440
C: -1.129 0.385 2.509
O: -1.648 0.663 -0.323
H: -2.358 0.257 0.186
H: 0.536 1.667 -0.882
H: 0.408 1.458 1.479
H: 0.810 -0.235 1.815
H: -1.271 -1.845 0.720
H: 0.351 -2.004 0.051
H: -1.033 -1.781 -1.027
H: 2.407 0.530 0.282
H: 2.695 0.551 -1.454
H: 2.150 -0.931 -0.680
H: 0.459 -0.867 -2.628
H: 0.815 0.792 -3.121
H: -0.824 0.364 -2.623
H: -0.760 0.634 3.502
H: -1.905 1.105 2.253
H: -1.575 -0.607 2.559

Forces on the atoms, in the same order (eV/Å):
1.105 0.385 1.931
-0.655 -0.614 -1.946
-0.818 -0.534 -1.054
-0.005 0.367 -0.070
-0.243 0.178 0.103
0.443 0.621 1.248
0.203 0.016 -0.112
-0.322 0.126 -0.093
0.003 0.043 -0.016
0.001 -0.026 0.076
0.083 -0.015 -0.138
0.104 0.035 -0.001
-0.054 -0.072 0.063
0.098 -0.108 0.044
-0.028 -0.051 -0.076
0.109 -0.014 0.098
0.084 0.009 -0.037
0.052 -0.136 0.002
0.029 -0.107 -0.029
0.060 -0.025 -0.141
-0.055 -0.021 -0.009
-0.063 -0.014 0.076
-0.063 0.035 0.019
-0.068 -0.080 0.063

Results of the Mulliken charge analysis, in e, for atoms 1 through 5: atom 1 (C): 1.0657, atom 2 (C): 0.3868, atom 3 (C): -0.7095, atom 4 (C): -1.7480, atom 5 (C): -1.4998

# 8
ORCA calculation (ωB97M-V/def2-TZVPD) on C7H16O2 as an isolated structure.

## Properties
- ΔE to the lowest compared entry with this formula, charge and spin (kJ/mol) = 673.58
- highest occupied orbital energy (eV) = -7.281
- HOMO-LUMO gap (eV) = 8.072

Element x y z (Å)
C: 0.211 0.645 0.227
C: 0.477 -0.119 -0.921
C: -1.519 -0.105 -0.957
C: 0.158 0.049 1.598
C: -0.038 2.125 0.144
C: 0.903 -1.555 -0.921
C: -2.378 -0.806 0.067
O: 2.384 0.809 -0.134
O: 3.010 -0.204 0.725
H: 3.942 0.010 0.593
H: 0.660 0.441 -1.830
H: -1.456 -0.683 -1.878
H: -1.867 0.894 -1.206
H: -1.014 2.389 0.560
H: 1.156 0.190 2.028
H: -0.568 0.556 2.235
H: -0.034 -1.021 1.608
H: 0.727 2.624 0.741
H: 0.035 2.496 -0.878
H: 0.815 -1.982 -1.921
H: 0.316 -2.165 -0.234
H: 1.948 -1.601 -0.603
H: -3.362 -1.024 -0.364
H: -2.549 -0.196 0.955
H: -1.955 -1.766 0.369

Forces on the atoms, in the same order (eV/Å):
1.239 0.156 0.138
-2.510 -0.112 0.137
1.096 -0.271 -0.631
0.117 -0.045 -0.068
0.068 -0.100 -0.104
0.066 0.054 0.060
0.027 -0.037 0.057
0.122 -0.157 0.605
0.001 0.384 -0.266
-0.141 -0.003 0.101
-0.019 0.054 0.093
-0.165 -0.012 -0.018
0.138 0.040 0.070
-0.005 -0.091 -0.027
-0.022 0.018 -0.095
-0.010 0.027 -0.082
-0.021 0.045 -0.093
-0.030 -0.075 -0.010
-0.001 -0.057 0.041
-0.043 0.054 0.032
-0.003 0.031 0.001
-0.085 0.050 -0.008
0.098 0.055 -0.017
0.066 -0.064 0.032
0.017 0.055 0.053

Results of the Mulliken charge analysis, in e, for atoms 1 through 5: atom 1 (C): 1.3010, atom 2 (C): 0.1631, atom 3 (C): -0.6208, atom 4 (C): -1.7989, atom 5 (C): -1.7095